Record 1
# C39H50BrCsGeN6O7S

C39H50BrCsGeN6O7S as an isolated structure (the ωB97M-V functional and the def2-TZVPD basis, the Open Molecules 2025 dataset).

ORCA input file:
```
! wB97M-V def2-TZVPD RIJCOSX def2/J DEFGRID3
* xyz -2 1
Cs -0.844 -0.927 0.403
N -1.471 -5.910 -1.629
C -1.568 -4.824 -0.733
S -2.379 -3.432 -1.365
N -1.032 -5.076 0.418
N -0.970 -4.031 1.348
C -0.726 -4.497 2.518
C -0.536 -3.814 3.794
C -0.287 -4.664 4.880
C -0.083 -4.218 6.172
C -0.131 -2.836 6.397
C -0.372 -1.962 5.367
C -0.586 -2.387 4.010
O -0.802 -1.540 3.096
H -2.222 -5.903 -2.302
H -1.360 -6.789 -1.140
H -0.642 -5.588 2.589
H -0.255 -5.732 4.679
H 0.107 -4.914 6.979
H 0.026 -2.446 7.399
H -0.406 -0.892 5.541
C -1.214 4.279 4.512
C -0.788 3.075 3.671
C -2.032 2.391 3.094
C -0.027 2.079 4.553
O 0.037 3.584 2.644
Ge 0.720 2.462 1.291
O 1.987 3.745 0.703
C 3.031 4.273 1.481
C 3.519 3.285 2.547
C 4.184 4.586 0.524
C 2.560 5.562 2.161
O -0.492 2.795 -0.090
C -0.883 3.973 -0.756
C 0.167 4.346 -1.810
C -1.076 5.146 0.206
C -2.211 3.656 -1.447
H -1.866 3.979 5.337
H -1.745 4.997 3.882
H -0.330 4.773 4.922
H -2.708 2.064 3.887
H -1.746 1.509 2.519
H -2.560 3.079 2.429
H -0.641 1.755 5.399
H 0.881 2.549 4.940
H 0.247 1.189 3.984
H 3.832 2.346 2.085
H 2.721 3.068 3.259
H 4.370 3.700 3.096
H 4.533 3.666 0.048
H 5.025 5.053 1.045
H 3.833 5.264 -0.258
H 1.702 5.338 2.795
H 2.251 6.284 1.401
H 3.359 6.009 2.764
H 1.111 4.565 -1.312
H -0.148 5.224 -2.387
H 0.315 3.507 -2.496
H -0.143 5.368 0.722
H -1.821 4.895 0.962
H -1.409 6.034 -0.344
H -2.080 2.816 -2.134
H -2.591 4.517 -2.006
H -2.953 3.371 -0.698
C 1.410 -3.534 -1.160
O 1.137 -2.228 -1.684
C 1.058 -2.103 -3.013
C 1.462 -3.059 -3.921
C 1.345 -2.796 -5.284
Br 1.941 -4.110 -6.526
C 0.828 -1.621 -5.755
C 0.408 -0.642 -4.838
C 0.545 -0.864 -3.469
O 0.220 0.026 -2.529
C -0.181 0.605 -5.305
N -0.375 1.672 -4.567
C -0.975 2.603 -5.399
C -1.404 3.900 -5.133
C -1.977 4.614 -6.170
C -2.125 4.060 -7.449
C -1.702 2.772 -7.729
C -1.128 2.061 -6.683
N -0.602 0.788 -6.598
H 2.473 -3.756 -1.280
H 0.787 -4.280 -1.654
H 1.126 -3.505 -0.111
H 1.888 -3.989 -3.580
H 0.777 -1.449 -6.822
H -0.057 0.871 -2.946
H -1.290 4.319 -4.143
H -2.323 5.624 -5.991
H -2.582 4.650 -8.233
H -1.817 2.343 -8.716
H -0.649 0.073 -7.299
O 4.196 -2.061 -2.459
N 3.818 -0.843 -2.283
C 3.642 -0.019 -3.345
C 3.254 1.295 -3.178
C 3.033 1.801 -1.908
C 3.194 0.940 -0.835
C 3.565 -0.370 -1.038
H 3.824 -0.496 -4.297
H 3.109 1.904 -4.061
H 2.708 2.818 -1.733
H 2.982 1.275 0.171
H 3.667 -1.106 -0.256
*
```

M = 1032.350 Da

=====

Record 2
# F2HNOS

F2HNOS in the gas phase in a non-equilibrium geometry (the ωB97M-V functional and the def2-TZVPD basis, the Open Molecules 2025 dataset).

ORCA input file:
```
! wB97M-V def2-TZVPD RIJCOSX def2/J DEFGRID3
* xyz 0 1
N -1.103 0.627 0.000
O 1.358 1.103 0.094
F 0.424 -0.879 -1.046
F 0.632 -0.985 1.330
S 0.267 0.168 0.156
H -1.578 -0.034 -0.534
*
```

structure (SMILES) = N=S(=O)(F)F
M = 101.077 Da

=====

Frontier orbital gap / eV: 4.97; 12.08
ΔE to the lowest compared entry with this formula, charge and spin / kcal per mole: 0.0; 6.5